# 1
Formula: C34H52O30
Source: the OMol25 dataset
Level of theory: the ωB97M-V functional and the def2-TZVPD basis

Geometry (Å):
O (-1.1501, -4.6704, 0.6555)
O (-4.1078, -0.9071, -2.3006)
O (-1.5505, -4.3777, 2.8655)
O (3.7721, -6.5649, -0.2905)
O (5.7754, -5.8620, -1.0869)
O (0.4530, 0.2970, 4.6424)
O (0.4336, -0.6809, -7.1871)
O (-0.8219, -0.4680, -5.4922)
O (3.6535, -1.8028, -1.2286)
O (-0.9045, -0.2768, -1.1247)
O (-1.8088, 1.7546, -0.7132)
O (3.7800, -0.8303, 0.7754)
O (-2.1289, 3.4621, 4.1825)
O (4.4456, 0.2672, -1.0908)
O (0.1479, 1.1167, 0.2299)
O (0.4702, -4.0226, 2.0375)
O (-0.4155, 0.7104, 6.6735)
O (-3.4974, -1.4791, -0.2131)
O (-5.0831, -2.5988, -1.2615)
O (-4.0213, 2.2205, 4.1722)
O (-2.5734, 5.6388, 1.0392)
O (-2.2585, 1.7963, 2.8497)
O (3.8802, -4.7745, -1.5065)
O (3.2403, 2.4219, -2.7999)
O (2.3270, 4.3985, -3.2284)
O (4.2891, 3.8982, -4.1594)
O (-2.2792, 7.0786, 2.7489)
O (0.2681, 2.3941, 5.3469)
O (1.3503, 0.0951, -5.2706)
O (-0.6479, 5.6507, 2.1264)
C (-2.5965, 4.4688, 5.0625)
C (2.1202, 2.4627, -1.9541)
C (4.5885, -5.7662, -1.0026)
C (3.4568, -1.9220, -3.6435)
C (2.4840, -5.9234, -0.1247)
C (-4.1950, -1.6036, -1.3316)
C (0.4326, -0.3606, -5.8944)
C (0.9879, 1.0883, 3.6062)
C (-4.8530, -4.6912, -0.1088)
C (0.0678, 1.0893, 5.6759)
C (-1.9071, 6.1765, 2.0725)
C (0.0966, 3.5387, -3.1478)
C (-0.3831, 4.9984, 0.8737)
C (-2.8997, 2.4581, 3.7975)
C (4.3608, -1.6519, -2.4509)
C (-0.7811, -4.4137, 1.7500)
C (0.3794, -0.8636, -0.8824)
C (-2.9262, 0.6825, 2.2656)
C (2.5064, -4.8559, -1.2540)
C (-0.7252, -4.1506, 4.0307)
C (-1.7746, 4.6239, 0.4224)
C (-3.0316, 4.0342, 6.4679)
C (4.0134, -0.7941, -0.3930)
C (4.8560, -0.1905, -2.3827)
C (-4.0132, -2.4254, 0.7437)
C (-0.9392, 0.9655, -0.6113)
C (3.4029, 3.5830, -3.4434)
C (-1.1113, -0.4406, -4.0856)
C (0.4695, -3.4944, 3.3424)
C (1.3752, 3.7245, -2.3587)
C (-5.1454, -3.2054, 0.0430)
C (1.0610, 2.5011, 4.1880)
C (1.5756, -0.3012, -7.9620)
C (0.8135, -0.1030, 0.3643)
H (4.0614, -1.9898, -4.5459)
H (1.6950, -6.6419, -0.3208)
H (1.0441, -0.6670, -1.7280)
H (2.4084, -5.4696, 0.8602)
H (-3.5883, 3.1041, 6.5230)
H (2.7800, -1.0704, -3.7483)
H (-6.0987, -3.0119, 0.5315)
H (0.2900, 1.1346, 2.7699)
H (2.0109, -5.2845, -2.1274)
H (2.0981, -3.8844, -0.9979)
H (-0.1673, -0.5511, -3.5606)
H (1.9076, -1.2016, -8.4708)
H (1.4945, 1.5811, -2.1077)
H (1.3312, 0.5443, -8.5977)
H (0.1549, 2.7507, -3.8997)
H (-1.2770, -3.4003, 4.5937)
H (-1.8496, -1.2103, -3.8787)
H (1.4365, -3.5415, 3.8452)
H (-3.6246, 4.8709, 6.8374)
H (-2.1515, 3.9240, 7.1014)
H (5.2941, -2.2181, -2.4979)
H (-1.5974, 0.5079, -3.8593)
H (0.4668, -0.6358, 1.2567)
H (-0.6996, 3.2568, -2.4484)
H (2.1058, 2.7599, 4.3752)
H (1.9015, -0.0529, 0.4067)
H (-3.1981, -3.0886, 1.0297)
H (-5.3695, -5.1747, -0.9381)
H (5.9300, -0.0402, -2.4812)
H (-0.2346, 4.4797, -3.5831)
H (1.1951, 4.4769, -1.5887)
H (0.6919, 3.2618, 3.5023)
H (2.8057, -2.7871, -3.5263)
H (0.3384, -2.4058, 3.3625)
H (-1.8999, 4.6853, -0.6555)
H (-3.2761, 5.1524, 4.5458)
H (-2.1538, 3.7045, 0.8638)
H (1.9764, 0.8186, 3.2390)
H (-4.3636, -1.8080, 1.5692)
H (-3.7877, -4.8021, -0.3276)
H (-1.6926, 5.0804, 5.1434)
H (-0.6020, -5.0628, 4.6095)
H (2.3872, -0.0014, -7.2959)
H (-2.2763, 0.2080, 1.5365)
H (0.1867, 5.6630, 0.2208)
H (-3.5052, 0.1375, 3.0049)
H (4.4125, 0.3436, -3.2234)
H (0.2471, 4.1110, 0.9658)
H (2.3841, 2.4835, -0.8940)
H (-5.0597, -5.3102, 0.7645)
H (0.2977, -1.9431, -0.7828)
H (-3.6636, 1.0922, 1.5608)

Values from the calculation:
SMILES: C[C@H]1COC(=O)O1.C[C@H]1COC(=O)O1.C[C@H]1COC(=O)O1.CCOC(=O)OC.COC(=O)OC.O=C1OCCO1.O=C1OCCO1.O=C1OCCO1.O=C1OCCO1.O=C1OCCO1
orbital gap: 10.87 eV
E_HOMO: -10.80 eV
energy: -97526.7688 eV
F_max: 0.048 Eh/bohr
lowest unoccupied orbital energy: 0.08 eV

Atomic partial charges in e from the Löwdin method, atoms 1 to 99: 0.16, 0.15, 0.05, 0.07, 0.16, 0.06, 0.01, 0.02, 0.07, 0.05, 0.17, 0.14, 0.02, 0.08, 0.03, 0.06, 0.19, 0.06, 0.09, 0.14, 0.07, -0.01, 0.05, 0.07, 0.08, 0.18, 0.16, 0.06, 0.10, 0.05, -0.20, -0.09, -0.59, 0.00, -0.07, -0.59, -0.62, -0.13, -0.02, -0.56, -0.58, 0.00, -0.12, -0.61, -0.31, -0.58, -0.09, -0.03, -0.11, -0.07, -0.11, -0.04, -0.56, -0.07, -0.06, -0.56, -0.56, -0.01, -0.12, -0.28, -0.27, -0.11, -0.02, -0.14, 0.10, 0.13, 0.11, 0.12, 0.07, 0.06, 0.15, 0.10, 0.13, 0.11, 0.07, 0.09, 0.12, 0.10, 0.09, 0.13, 0.09, 0.14, 0.08, 0.08, 0.15, 0.10, 0.13, 0.07, 0.13, 0.10, 0.11, 0.09, 0.14, 0.10, 0.14, 0.12, 0.08, 0.12, 0.13

=====

# 2
Formula: C34H53BrIrN5O4S3Si
Source: the OMol25 dataset
Level of theory: the ωB97M-V functional and the def2-TZVPD basis

Geometry (Å):
Ir (-0.0004, 0.8476, 1.6115)
Br (0.3650, -0.5523, -1.1573)
S (-2.1028, -1.8780, 1.7090)
S (-2.6612, -2.6841, 4.5414)
S (-3.5015, 0.2472, 2.8001)
Si (0.9591, -1.0492, -3.3396)
O (-1.9414, 1.2281, 0.7731)
O (-2.5622, 6.9327, 1.6186)
O (-3.4540, 5.4684, 0.1960)
O (-3.2319, 2.8151, -0.0975)
N (3.2621, 0.7199, 2.8117)
N (1.9548, 1.8303, 1.1697)
N (-1.0252, 5.0301, 2.8678)
N (-0.7142, 2.9155, 2.4366)
N (1.0628, -0.0190, 3.3393)
C (2.9968, 3.2996, -0.3963)
C (0.6652, -1.1819, 5.3983)
C (-0.4090, -2.4116, -5.4440)
C (-4.3175, -1.9092, 4.5140)
C (-2.3500, 2.4306, 0.6543)
C (1.6147, 0.6432, -4.0663)
C (-4.2712, -0.3973, 4.3227)
C (2.2230, -2.5246, -3.0739)
C (-2.6947, 5.8164, 1.1935)
C (-1.6737, 3.3913, 1.5828)
C (1.7719, 0.5556, -5.5850)
C (1.5265, -3.8152, -2.6419)
C (2.3666, 0.0731, 3.6303)
C (-0.7785, -1.6376, -4.1944)
C (-0.3374, 3.9250, 3.2047)
C (-4.4669, -0.5362, 1.4651)
C (3.2299, -2.1668, -1.9723)
C (-3.8088, -1.8433, 1.0362)
C (0.7205, 1.8300, -3.7065)
C (4.3224, 2.0638, 1.1650)
C (4.2481, 2.9508, 0.1161)
C (-1.8769, -3.6559, 2.1247)
C (0.2441, -0.6363, 4.2096)
C (-1.5571, -2.4799, -3.1965)
C (1.8865, 2.6986, 0.1501)
C (3.1388, 1.5305, 1.7076)
C (2.8764, -0.5075, 4.8072)
C (0.6688, 3.8975, 4.2839)
C (2.0254, -1.1172, 5.6985)
C (-1.8765, 4.7299, 1.8410)
C (2.9842, -2.7634, -4.3770)
C (-2.7591, -4.0305, 3.2988)
C (2.9958, 0.9105, -3.4522)
C (-1.5904, -0.4019, -4.5360)
H (0.8887, -4.2194, -3.4222)
H (2.4443, -0.2463, -5.8823)
H (0.5041, 1.8698, -2.6424)
H (-0.0383, -1.6428, 6.0721)
H (2.1954, 1.4884, -5.9547)
H (3.8087, -1.2796, -2.2040)
H (2.2805, -4.5710, -2.4325)
H (-1.1452, 0.1781, -5.3388)
H (5.2783, 1.7838, 1.5777)
H (-1.7630, 0.2353, -3.6700)
H (-0.8235, -3.7251, 2.3961)
H (-3.4755, 4.4967, -0.0309)
H (-2.0570, -4.2821, 1.2518)
H (5.1456, 3.3790, -0.3010)
H (2.9504, 0.9773, -2.3658)
H (2.3278, -3.0290, -5.2013)
H (-4.4626, 0.2012, 0.6621)
H (-1.3146, -2.6311, -6.0128)
H (4.2183, 0.6430, 3.1415)
H (-2.5690, -0.7280, -4.8923)
H (3.7212, 0.1545, -3.7368)
H (-2.4077, -4.9457, 3.7755)
H (3.9332, -0.4608, 5.0161)
H (-5.2902, -0.0079, 4.3599)
H (-3.7370, -1.9326, -0.0472)
H (0.9695, 2.8765, 4.4957)
H (3.6739, -3.5941, -4.2388)
H (0.8906, 2.9090, -0.2216)
H (3.5762, -1.8973, -4.6617)
H (-1.0013, -3.3316, -2.8201)
H (0.0648, -3.3636, -5.2171)
H (0.9487, -3.6745, -1.7288)
H (-3.7986, -4.1854, 3.0184)
H (3.3636, 1.8631, -3.8293)
H (-3.6964, 0.0696, 5.1221)
H (0.2532, 4.3523, 5.1816)
H (-0.2157, 1.8240, -4.2500)
H (-0.9676, 5.9516, 3.2886)
H (2.4018, -1.5427, 6.6138)
H (-1.8973, -1.8774, -2.3566)
H (-5.4878, -0.6872, 1.8079)
H (3.9298, -2.9949, -1.8820)
H (-2.4380, -2.8739, -3.7038)
H (0.2384, -1.8362, -6.1031)
H (2.8975, 4.0199, -1.1925)
H (2.7519, -2.0336, -1.0040)
H (1.5452, 4.4820, 4.0054)
H (0.8208, 0.4207, -6.0941)
H (-4.9318, -2.4025, 3.7647)
H (-0.7933, -0.6958, 3.9099)
H (1.2364, 2.7490, -3.9725)
H (-4.7581, -2.0972, 5.4948)
H (-4.3362, -2.7179, 1.4127)

Values from the calculation:
total charge: +3
spin multiplicity: 2
orbital gap (spin up / spin down): 4.54 / 4.45 eV
E_HOMO (spin up / spin down): -15.27 / -15.27 eV
energy: -164999.5711 eV
F_max: 0.075 Eh/bohr
lowest unoccupied orbital energy (spin up / spin down): -10.73 / -10.81 eV

Atomic partial charges in e from the Löwdin method, atoms 1 to 99: 1.28, 0.50, 0.88, 0.93, 0.93, 0.61, -0.27, 0.16, 0.18, 0.12, 0.15, 0.01, 0.22, 0.09, -0.02, -0.01, -0.02, -0.07, -0.46, -0.59, -0.62, -0.46, -0.63, -0.47, -0.14, -0.07, -0.10, -0.26, -0.62, -0.32, -0.42, -0.13, -0.40, -0.11, 0.04, 0.01, -0.44, -0.14, -0.12, -0.12, -0.26, 0.04, 0.03, 0.01, -0.02, -0.07, -0.46, -0.11, -0.10, 0.07, 0.08, 0.02, 0.11, 0.10, 0.06, 0.10, 0.07, 0.14, 0.08, 0.09, 0.10, 0.11, 0.14, 0.05, 0.08, 0.08, 0.10, 0.16, 0.10, 0.07, 0.10, 0.14, 0.11, 0.10, 0.07, 0.10, 0.11, 0.07, 0.06, 0.07, 0.07, 0.08, 0.09, 0.09, 0.11, 0.07, 0.20, 0.14, 0.04, 0.11, 0.09, 0.10, 0.08, 0.13, 0.03, 0.10, 0.07, 0.08, 0.03